[1]
23
Properties=species:S:1:pos:R:3:forces:R:3 method="wB97M-V/def2-TZVPD" homo_lumo_gap_ev=10.5 relative_energy_kcal_mol=51.6 mol_weight_g_mol=119.2 total_energy_ha=-380.15491 largest_force_ev_per_a=3.915 total_charge=+1
C 3.0471 0.4850 0.2786 0.847 -0.791 -0.101
N 1.5726 2.6977 0.7892 0.175 1.105 -0.315
C 1.0117 1.5026 0.3221 -1.745 -1.564 -0.912
N 1.6106 0.3930 -0.0361 -0.907 3.309 1.886
H 3.3789 1.4914 0.1023 0.393 0.209 -0.226
H 3.6325 -0.2210 -0.3160 -0.255 0.120 -0.029
H 3.2860 0.2877 1.3388 -0.511 -0.104 -0.349
H 1.4004 3.3882 0.0202 0.506 -0.499 0.759
H 0.9927 3.0703 1.5571 0.349 -0.323 -0.377
H -0.1108 1.6445 0.2448 0.983 -1.193 -0.280
N 0.0435 -1.7536 -0.2386 0.812 -0.359 0.387
C -1.3561 -1.6135 0.1863 -0.566 0.853 1.184
C -2.1698 -0.8678 -0.8797 -0.279 -0.692 -0.584
N -3.5625 -0.7472 -0.3956 0.992 0.813 0.305
H -0.0230 -2.2019 -1.1379 0.647 -0.100 -0.668
H 0.6329 -0.7894 -0.2560 0.024 -0.651 -0.136
H 0.5772 -2.3987 0.3838 -0.549 0.576 -0.518
H -1.7655 -2.6177 0.3219 -0.102 0.288 0.289
H -1.3134 -1.0365 1.1583 -0.437 -0.769 -0.943
H -1.6646 0.0832 -1.1265 -0.179 -0.117 0.071
H -2.1764 -1.4854 -1.8307 -0.005 0.619 0.985
H -3.5517 -0.0616 0.3770 -0.225 -0.546 -0.423
H -4.1410 -0.3203 -1.1136 0.029 -0.183 -0.005

***

[2]
82
Properties=species:S:1:pos:R:3:forces:R:3 method="wB97M-V/def2-TZVPD" homo_lumo_gap_ev="6.6 / 7.5" spin_multiplicity=6 relative_energy_kcal_mol=24.7 mol_weight_g_mol=806.8 total_energy_ha=-5140.31386 s_squared=8.7589 largest_force_ev_per_a=0.831
Ru 0.6262 0.9010 -0.8919 0.573 -0.586 -0.140
C 1.9397 -0.9300 -0.6108 0.181 0.140 -0.141
Si 1.2444 -2.2469 0.4142 0.045 -0.121 0.131
C -0.6061 -1.8970 0.3429 -0.229 0.084 -0.024
N -0.9032 -0.4544 0.5158 -0.085 0.150 0.054
C -2.3232 -0.1561 0.2261 0.106 0.071 0.077
C -3.2922 -0.7601 1.2352 -0.032 -0.089 0.017
C -2.9526 -0.2932 2.6490 0.028 0.087 -0.014
C -1.4803 -0.5566 2.9648 -0.014 -0.095 0.021
C -0.5781 0.0229 1.8826 -0.030 -0.005 -0.097
C 1.8479 -2.2193 2.1860 0.059 -0.023 0.213
C 2.8663 -1.3547 2.5962 -0.030 -0.039 0.098
C 3.2772 -1.3062 3.9243 -0.037 -0.021 -0.063
C 2.6736 -2.1252 4.8683 -0.006 -0.008 -0.016
C 1.6611 -2.9956 4.4826 0.017 0.023 -0.056
C 1.2573 -3.0400 3.1545 0.056 0.042 0.030
C 1.4469 -3.9799 -0.2574 0.011 -0.217 -0.130
C 2.1161 -4.9903 0.4378 -0.035 -0.043 -0.068
C 2.2746 -6.2574 -0.1125 -0.025 0.050 -0.006
C 1.7675 -6.5357 -1.3736 0.001 0.005 0.009
C 1.1076 -5.5437 -2.0884 0.012 0.029 0.059
C 0.9524 -4.2813 -1.5337 0.052 -0.029 0.025
H 1.9552 -1.2426 -1.6583 0.071 -0.021 -0.008
H 2.9433 -0.5867 -0.3657 -0.030 0.020 0.054
H -1.1896 -2.5282 1.0234 0.007 0.067 -0.022
H -0.9236 -2.1689 -0.6709 -0.013 -0.011 0.010
H -2.5378 -0.4970 -0.7873 -0.021 -0.031 -0.011
H -2.4312 0.9313 0.2392 -0.008 -0.002 -0.033
H -3.2583 -1.8520 1.1846 -0.022 0.020 -0.012
H -4.3079 -0.4654 0.9611 0.004 0.005 0.017
H -3.5983 -0.7743 3.3854 -0.001 -0.021 -0.011
H -3.1505 0.7828 2.7160 -0.024 -0.055 0.046
H -1.3044 -1.6327 3.0588 0.001 0.041 -0.001
H -1.1967 -0.1188 3.9251 -0.025 0.010 -0.017
H 0.4673 -0.1944 2.0907 0.016 -0.035 -0.006
H -0.6670 1.1077 1.8587 -0.007 0.085 0.046
H 3.3364 -0.6961 1.8735 -0.009 -0.026 0.015
H 4.0668 -0.6270 4.2212 -0.007 -0.007 -0.002
H 2.9931 -2.0889 5.9026 -0.010 0.004 -0.016
H 1.1896 -3.6388 5.2158 0.008 0.006 -0.011
H 0.4698 -3.7324 2.8680 0.019 0.025 -0.004
H 2.5254 -4.7890 1.4216 -0.012 0.007 -0.019
H 2.7971 -7.0256 0.4445 -0.004 0.007 -0.014
H 1.8930 -7.5219 -1.8035 -0.003 0.011 0.004
H 0.7224 -5.7509 -3.0792 0.010 0.005 0.014
H 0.4588 -3.5129 -2.1230 0.012 -0.018 0.023
S -0.1448 5.5153 -0.8950 0.035 0.186 -0.111
C -1.4310 5.1911 0.2087 -0.065 0.159 0.010
C -2.4733 6.0322 0.5946 0.049 -0.043 -0.003
C -3.3868 5.5565 1.5135 0.025 -0.057 0.012
C -3.2515 4.2675 2.0437 0.041 0.013 -0.021
C -2.2184 3.4383 1.6521 -0.051 0.058 0.017
C -1.2979 3.8947 0.7073 0.194 -0.298 -0.043
N -0.2164 3.1772 0.1789 -0.408 0.068 0.184
C 0.4711 3.9151 -0.6382 0.494 -0.113 -0.265
C 1.7622 3.4869 -1.2455 -0.400 0.501 0.332
C 2.4419 4.3471 -2.1096 0.131 0.056 -0.021
C 3.7310 4.0367 -2.4994 -0.023 -0.058 0.032
C 4.3324 2.8757 -2.0182 0.013 0.044 -0.021
C 3.6222 1.9994 -1.2125 -0.018 -0.123 -0.061
C 2.3177 2.2781 -0.8172 -0.320 0.097 0.012
H -2.5610 7.0320 0.1891 0.011 -0.026 -0.002
H -4.2044 6.1887 1.8337 0.004 -0.014 -0.001
H -3.9653 3.9152 2.7778 0.005 0.003 -0.020
H -2.1317 2.4497 2.0741 0.047 0.010 -0.026
H 1.9791 5.2601 -2.4709 0.010 -0.025 0.031
H 4.2699 4.6944 -3.1687 0.001 -0.001 0.006
H 5.3501 2.6389 -2.3063 -0.021 0.009 0.007
H 4.0860 1.0626 -0.9249 0.010 0.038 -0.015
Br -3.2560 2.7917 -1.6653 0.018 0.021 0.039
C -2.6304 1.4780 -2.8761 -0.048 -0.034 -0.077
C -3.5146 1.0606 -3.8590 0.028 -0.017 0.024
C -3.0514 0.1512 -4.7926 -0.148 -0.008 -0.070
C -1.7345 -0.2606 -4.7306 0.140 -0.063 0.017
C -0.9304 0.2339 -3.7186 -0.074 0.073 0.053
N -1.3811 1.0636 -2.7665 -0.053 0.141 0.023
C 0.5531 -0.0991 -3.7086 0.172 0.008 0.104
O 0.9447 -0.9838 -4.4470 0.054 -0.018 -0.022
O 1.2638 0.6329 -2.9218 -0.419 -0.082 -0.128
H -4.5208 1.4511 -3.8821 0.003 -0.013 -0.014
H -3.7107 -0.2081 -5.5730 0.017 0.003 0.013
H -1.2888 -0.9424 -5.4402 -0.029 0.014 -0.018

***

[3]
91
Properties=species:S:1:pos:R:3:forces:R:3 method="wB97M-V/def2-TZVPD" homo_lumo_gap_ev=10.1 relative_energy_kcal_mol=103.2 mol_weight_g_mol=714.6 total_energy_ha=-2672.13999 largest_force_ev_per_a=5.376
C 1.3213 5.2880 2.1601 0.019 0.601 -0.803
C 1.4882 6.4535 3.1425 -0.622 -0.786 -3.066
C 0.1620 7.1971 3.4396 1.414 0.325 -0.614
O 0.0801 6.9325 4.7969 -3.485 1.547 1.772
C 1.0201 6.1944 5.2819 1.208 -1.782 1.962
O 1.1996 5.8132 6.4018 -0.718 0.637 0.022
O 1.7989 5.8149 4.3024 2.243 -0.801 0.866
H 1.2306 5.6813 1.1476 0.131 -0.142 -0.219
H 0.4333 4.6822 2.3405 -0.103 0.173 0.352
H 2.1811 4.6234 2.2453 0.059 0.126 -0.160
H 2.3201 7.0840 2.8286 -0.100 0.234 0.023
H -0.6702 6.8034 2.8561 -0.128 -0.086 0.308
H 0.2021 8.2836 3.3615 0.088 -0.072 -0.453
C 2.2035 3.7796 -2.2432 1.134 0.105 0.011
C 3.6841 3.4383 -2.5436 -1.270 0.498 0.939
C 4.1572 2.0786 -2.0871 -2.135 -0.528 1.201
O 4.6089 1.4595 -3.2281 1.952 -0.656 -1.840
C 4.3724 2.2173 -4.3184 0.261 -0.882 -3.640
O 4.5472 1.8639 -5.4941 -0.445 1.169 4.080
O 3.8408 3.4017 -3.9394 0.629 -0.078 -0.832
H 2.1164 3.9336 -1.1677 -0.359 -0.260 0.057
H 1.5626 2.9892 -2.6341 -0.028 -0.106 0.285
H 1.8999 4.7068 -2.7292 0.228 0.026 -0.047
H 4.3809 4.0991 -2.0279 -0.187 0.910 -0.713
H 3.3436 1.3987 -1.8343 -0.388 0.375 0.973
H 4.8214 2.2051 -1.2321 0.566 -0.598 -0.437
C 5.8614 0.1819 4.9329 -0.253 -0.221 0.388
C 5.0450 -0.3808 3.7447 3.508 0.117 1.875
C 4.2603 -1.6092 4.1141 1.193 -0.108 -0.405
O 2.9878 -1.1737 3.9004 -3.799 1.075 -0.133
C 2.8997 0.1020 3.4100 -3.932 0.083 -0.210
O 1.7991 0.6430 3.1128 4.666 -1.811 1.028
O 4.1274 0.5873 3.3445 -0.721 1.164 -1.313
H 6.6274 0.8853 4.6066 -0.102 -0.037 0.033
H 6.3239 -0.6281 5.4969 0.399 -0.225 -0.419
H 5.2587 0.6430 5.7154 -0.410 0.315 -0.327
H 5.8400 -0.6114 3.0354 -0.612 0.295 -0.876
H 4.4877 -1.8413 5.1545 -0.498 -0.440 -0.013
H 4.3899 -2.4496 3.4321 0.531 -0.179 0.324
C 0.4218 1.6638 0.2724 -0.348 0.889 0.755
C -0.5384 0.6126 0.8874 3.799 -0.539 -1.005
C -1.8435 0.9938 1.3976 -1.842 1.993 0.843
O -2.7407 0.1140 0.7552 -2.915 0.144 1.238
C -2.1760 -0.5462 -0.1761 2.069 -3.412 -2.831
O -2.5866 -1.4405 -0.9166 -0.288 1.996 1.505
O -0.8677 -0.2199 -0.2069 -0.063 -0.797 -1.064
H -0.1504 2.3067 -0.3965 -0.142 0.210 0.097
H 1.2828 1.3603 -0.3231 -0.366 -1.163 0.017
H 0.9326 2.2646 1.0249 -0.490 0.200 0.347
H -0.0117 0.0005 1.6195 0.198 0.035 -0.010
H -2.1406 1.9924 1.0772 0.045 0.243 0.169
H -2.0184 0.8962 2.4690 0.320 0.023 -0.085
C -1.8947 -3.3650 2.0572 0.262 1.348 -1.363
C -3.2903 -3.8810 1.5984 3.273 0.752 2.049
C -3.1950 -5.3903 1.4198 -0.484 1.392 -1.555
O -3.8855 -5.8943 2.5002 -0.141 -1.561 0.813
C -4.4380 -4.9368 3.2429 -0.064 1.066 -1.087
O -5.2489 -5.1295 4.0694 -0.380 0.094 1.171
O -3.9905 -3.7102 2.8067 -2.137 -0.792 0.773
H -1.1791 -3.3361 1.2355 0.145 -0.231 -0.119
H -1.4349 -3.8564 2.9146 -0.473 -0.745 -0.193
H -1.9488 -2.3338 2.4062 -0.366 0.235 -0.140
H -3.7581 -3.3445 0.7729 0.194 0.107 0.201
H -2.1522 -5.7074 1.4088 -0.304 -0.369 -0.292
H -3.7859 -5.5273 0.5142 0.502 -1.220 -0.239
C -5.6537 -2.4298 -3.6168 0.730 0.329 0.542
C -4.6129 -3.4870 -3.1995 -1.217 2.373 -0.333
C -4.8577 -4.1431 -1.8184 1.346 1.420 -1.351
O -5.0327 -5.4815 -2.1421 -0.572 -1.396 -0.244
C -5.0106 -5.6981 -3.4863 0.653 -0.322 -0.953
O -5.1451 -6.7708 -4.0104 0.014 1.658 0.716
O -4.7144 -4.5043 -4.1334 -0.504 -3.076 0.077
H -5.4805 -2.2155 -4.6714 -0.457 -0.222 -0.074
H -5.4667 -1.4799 -3.1160 0.075 0.002 0.295
H -6.6722 -2.7242 -3.3635 -0.019 -0.178 -0.386
H -3.6429 -3.0159 -3.3580 0.228 -0.206 0.565
H -5.7291 -3.7108 -1.3267 0.186 -0.174 0.255
H -3.8960 -4.0014 -1.3253 -0.413 -0.138 0.842
C 1.3916 -0.5298 -3.7361 -0.168 1.276 -0.846
C 0.3261 -1.6193 -4.1194 0.153 0.743 0.203
C -1.1952 -1.2387 -4.0554 1.160 -0.168 0.922
O -1.7285 -1.6318 -5.3262 -0.342 0.274 0.650
C -0.7334 -2.1406 -6.0657 -1.937 -2.251 -4.481
O -0.8579 -2.7203 -7.1599 -0.108 1.988 3.209
O 0.3971 -1.9696 -5.4964 3.665 0.164 0.620
H 2.4628 -0.7257 -3.6869 -0.193 -1.311 0.249
H 1.1961 0.1404 -2.8990 -0.671 -0.853 0.792
H 1.4775 0.2833 -4.4569 -0.718 -0.225 -1.019
H 0.5259 -2.5461 -3.5814 -0.030 0.123 0.230
H -1.2754 -0.1713 -3.8493 -0.479 -0.006 -0.337
H -1.6483 -1.8252 -3.2561 -0.323 0.300 -0.117

***

[4]
14
Properties=species:S:1:pos:R:3:forces:R:3 method="wB97M-V/def2-TZVPD" homo_lumo_gap_ev=7.2 relative_energy_kcal_mol=123.7 mol_weight_g_mol=97.1 total_energy_ha=-320.68618 largest_force_ev_per_a=0.236
C -2.1392 0.7266 0.3081 -0.068 0.053 0.102
C -1.0329 0.2172 -0.5645 -0.009 0.027 -0.087
C 0.2850 0.0798 -0.1009 -0.061 0.085 -0.029
C 1.4038 -0.5970 -0.7264 0.084 0.113 -0.021
N 2.3806 -0.5542 0.2543 0.118 -0.017 0.049
N 1.9482 0.0075 1.3597 -0.106 -0.002 -0.164
N 0.7282 0.3865 1.2187 0.120 -0.079 -0.062
H -2.9508 -0.0041 0.4391 0.148 0.126 -0.033
H -1.7539 0.9829 1.2997 -0.091 -0.046 -0.145
H -2.5946 1.6349 -0.1122 0.086 -0.139 0.079
H 0.0381 -1.1064 -0.2340 -0.136 -0.193 0.001
H -1.2205 -0.0063 -1.6106 0.065 0.002 0.140
H 1.5976 -0.8261 -1.7618 -0.031 0.011 0.160
H 3.3102 -0.9411 0.2307 -0.119 0.059 0.010